[1]
This record from the Open Molecules 2025 dataset describes one molecule with the formula C4H7N. The level of theory is ωB97M-V/def2-TZVPD.

Geometry as XYZ:
```
12
C4H7N, DFT ωB97M-V/def2-TZVPD
C 0.381 -0.166 -1.298
C -0.036 -0.556 0.108
C -1.001 0.645 0.669
C 1.269 -0.492 1.021
N 2.191 -0.547 1.791
H 0.741 -1.049 -1.715
H 1.102 0.603 -1.189
H -0.488 0.107 -1.825
H -0.530 -1.498 0.108
H -1.525 0.543 1.631
H -1.730 0.981 -0.077
H -0.374 1.428 0.778
```

Summary:
SMILES string = CC(C)C#N
HOMO level = -0.4187 hartree
LUMO energy = 0.9 eV
Net charge = 0
Energy above the lowest of the compared OMol25 structures with the same formula, charge and spin = 1.087 eV
Multiplicity = 1

***

[2]
This record from the Open Molecules 2025 dataset describes a 2-piece molecular cluster, C19H37BrN4O overall. The level of theory is ωB97M-V/def2-TZVPD.

Geometry as XYZ:
```
62
C19H37BrN4O, DFT ωB97M-V/def2-TZVPD
C -3.977 1.677 -4.655
C -3.593 0.486 -5.588
C -2.631 -0.549 -4.904
C -3.255 -1.149 -3.607
N -2.423 -2.165 -2.929
C -1.817 -1.670 -1.695
Br -0.803 -3.239 -0.937
C -2.900 -1.316 -0.590
C -2.720 0.108 0.015
C -3.236 1.277 -0.877
C -3.607 0.137 1.329
N -1.316 0.231 0.463
O -1.150 1.220 1.278
C -0.344 0.288 -0.642
C 0.041 1.746 -1.097
C 0.993 -0.334 -0.071
C -0.740 -0.548 -1.916
H -3.098 2.073 -4.099
H -4.672 1.309 -3.863
H -4.520 2.487 -5.175
H -4.524 0.006 -5.948
H -3.077 0.912 -6.476
H -1.634 -0.087 -4.764
H -2.527 -1.374 -5.646
H -4.192 -1.665 -3.925
H -3.577 -0.310 -2.963
H -1.640 -2.353 -3.557
H -2.796 -2.030 0.251
H -3.931 -1.453 -0.973
H -4.231 0.985 -1.279
H -2.590 1.398 -1.776
H -3.266 2.257 -0.371
H -3.677 1.182 1.683
H -4.606 -0.247 1.030
H -3.117 -0.514 2.076
H 1.001 2.053 -0.634
H -0.751 2.480 -0.877
H 0.239 1.751 -2.193
H 1.356 0.392 0.696
H 0.798 -1.269 0.495
H 1.770 -0.459 -0.845
H -1.046 0.151 -2.724
H 0.187 -1.041 -2.276
C 2.645 1.241 3.375
C 4.092 1.217 2.918
N 4.869 0.161 3.584
C 5.706 -0.738 2.960
C 6.273 -1.493 3.936
N 5.767 -1.042 5.133
C 4.920 -0.041 4.899
C 6.095 -1.555 6.463
H 2.568 1.416 4.449
H 2.101 2.038 2.868
H 2.155 0.292 3.155
H 4.579 2.170 3.134
H 4.140 1.053 1.842
H 5.803 -0.725 1.890
H 6.985 -2.298 3.928
H 4.376 0.509 5.649
H 5.191 -1.943 6.929
H 6.503 -0.746 7.066
H 6.830 -2.350 6.379
```

Summary:
Expectation value of S² = 0.754
HOMO level (alpha / beta) = -0.3928 / -0.3998 hartree
LUMO energy (alpha / beta) = -2.9 / -2.9 eV
Net charge = +1
Energy above the lowest of the compared OMol25 structures with the same formula, charge and spin = 1.244 eV
Multiplicity = 2

***

[3]
This record from the Open Molecules 2025 dataset describes C12H11N2O6S2V as an isolated structure. The level of theory is ωB97M-V/def2-TZVPD.

Geometry as XYZ:
```
34
C12H11N2O6S2V, DFT ωB97M-V/def2-TZVPD
V 0.628 -1.249 1.721
O 2.413 -3.314 3.474
S 1.152 -3.279 2.861
O 0.239 -4.322 2.680
O 0.418 -1.942 3.292
O 1.433 -2.592 1.337
C -2.146 -0.292 -5.424
C -1.870 -0.156 -3.969
C -2.421 0.901 -3.233
C -2.150 1.057 -1.889
C -1.310 0.122 -1.290
C -0.749 -0.958 -1.978
C -1.041 -1.085 -3.315
S -0.950 0.328 0.390
O -1.607 1.400 1.032
O -1.051 -1.046 1.094
N 0.706 0.319 0.671
C 1.308 1.077 1.681
C 1.392 2.420 1.963
C 2.116 2.754 3.105
C 2.703 1.769 3.904
C 2.535 0.436 3.588
N 1.823 0.130 2.493
H -2.955 0.355 -5.750
H -2.361 -1.324 -5.700
H -1.249 -0.018 -5.988
H -3.072 1.611 -3.724
H -2.585 1.864 -1.315
H -0.121 -1.682 -1.475
H -0.631 -1.915 -3.876
H 0.942 3.163 1.320
H 2.227 3.797 3.372
H 3.279 2.043 4.777
H 2.954 -0.372 4.171
```

Summary:
HOMO level = -0.5945 hartree
LUMO energy = -10.5 eV
Net charge = +2
Energy above the lowest of the compared OMol25 structures with the same formula, charge and spin = 0.000 eV
Multiplicity = 1

***

[4]
This record from the Open Molecules 2025 dataset describes C70H66BO3P2SV as an isolated structure. The level of theory is ωB97M-V/def2-TZVPD.

Geometry as XYZ:
```
144
C70H66BO3P2SV, DFT ωB97M-V/def2-TZVPD
V -0.492 -0.202 0.429
O 1.664 0.671 0.775
S 1.200 -0.188 1.904
C 1.557 0.628 3.441
C 2.392 0.047 4.370
C 2.783 0.710 5.543
C 2.317 1.980 5.756
C 2.584 2.966 6.858
C 1.731 4.209 6.499
C 1.056 3.852 5.205
C 0.211 4.557 4.392
C -0.275 3.931 3.237
C 0.046 2.633 2.858
P -0.815 2.086 1.322
C -0.230 3.488 0.277
C -1.064 4.528 -0.133
C -0.525 5.675 -0.697
C 0.845 5.802 -0.854
C 1.680 4.773 -0.445
C 1.150 3.623 0.115
C -2.544 2.559 1.660
C -3.057 2.741 2.938
C -4.360 3.193 3.104
C -5.158 3.450 2.001
C -4.672 3.214 0.722
C -3.375 2.767 0.554
C 0.970 1.908 3.654
C 1.425 2.551 4.824
C 2.246 -1.602 1.961
C 3.606 -1.450 1.800
C 4.498 -2.497 2.084
C 3.988 -3.667 2.596
C 4.653 -4.922 3.091
C 3.490 -5.847 3.545
C 2.241 -5.043 3.305
C 0.915 -5.292 3.544
C -0.036 -4.352 3.107
C 0.291 -3.155 2.492
P -1.054 -2.288 1.572
C -1.405 -3.564 0.315
C -0.894 -3.348 -0.964
C -1.005 -4.331 -1.936
C -1.648 -5.523 -1.645
C -2.187 -5.732 -0.383
C -2.057 -4.765 0.598
C -2.399 -2.371 2.788
C -2.143 -1.920 4.081
C -3.152 -1.931 5.030
C -4.413 -2.404 4.696
C -4.675 -2.834 3.402
C -3.677 -2.804 2.443
C 1.662 -2.824 2.372
C 2.594 -3.808 2.737
H 2.786 -0.944 4.195
H 3.456 0.220 6.234
H 3.647 3.207 6.904
H 2.314 2.549 7.829
H 2.343 5.105 6.385
H 0.995 4.431 7.273
H -0.091 5.571 4.622
H -0.950 4.498 2.611
H -2.131 4.475 0.016
H -1.188 6.474 -1.002
H 1.262 6.705 -1.281
H 2.752 4.871 -0.556
H 1.809 2.844 0.466
H -2.444 2.550 3.808
H -4.745 3.358 4.102
H -6.164 3.825 2.135
H -5.307 3.367 -0.141
H -2.991 2.572 -0.444
H 3.989 -0.489 1.477
H 5.561 -2.351 1.948
H 5.332 -4.696 3.915
H 5.254 -5.378 2.303
H 3.582 -6.130 4.594
H 3.466 -6.773 2.970
H 0.583 -6.207 4.017
H -1.082 -4.592 3.246
H -0.411 -2.398 -1.192
H -0.596 -4.171 -2.923
H -1.726 -6.289 -2.404
H -2.716 -6.649 -0.163
H -2.474 -4.945 1.579
H -1.147 -1.577 4.342
H -2.956 -1.573 6.032
H -5.193 -2.438 5.446
H -5.664 -3.182 3.134
H -3.900 -3.101 1.427
C 2.970 -0.386 -2.224
C 1.567 -0.024 -2.649
C 1.215 1.327 -2.756
C 2.341 2.330 -2.706
C -0.121 1.669 -3.007
C -0.570 3.092 -3.211
C -1.073 0.652 -3.180
C -2.519 1.017 -3.408
C -0.667 -0.690 -3.295
C -1.685 -1.700 -3.771
C 0.669 -1.029 -3.037
C 1.240 -2.407 -3.286
H 3.659 -0.366 -3.073
H 3.011 -1.381 -1.785
H 3.335 0.323 -1.482
H 2.750 2.422 -1.699
H 2.037 3.315 -3.041
H 3.154 2.002 -3.354
H -0.883 3.236 -4.248
H 0.207 3.813 -2.989
H -1.422 3.338 -2.581
H -2.816 1.861 -2.785
H -3.174 0.189 -3.165
H -2.699 1.307 -4.447
H -1.231 -2.625 -4.111
H -2.254 -1.293 -4.605
H -2.388 -1.954 -2.973
H 1.379 -2.985 -2.369
H 2.217 -2.316 -3.758
H 0.620 -2.987 -3.963
C -8.156 -1.864 -2.477
C -8.164 -0.581 -1.633
C -8.152 0.648 -2.557
C -9.455 -0.552 -0.813
C -6.916 -0.537 -0.753
C -6.981 -0.414 0.638
C -5.850 -0.324 1.444
C -4.629 -0.366 0.812
O -3.357 -0.252 1.320
B -2.489 -0.371 0.240
O -3.215 -0.560 -0.922
C -4.547 -0.528 -0.563
C -5.659 -0.601 -1.366
H -9.045 -1.899 -3.108
H -8.156 -2.746 -1.834
H -7.283 -1.919 -3.128
H -9.030 0.641 -3.206
H -7.266 0.669 -3.192
H -8.175 1.568 -1.968
H -10.310 -0.590 -1.488
H -9.539 0.367 -0.229
H -9.522 -1.409 -0.141
H -7.946 -0.373 1.122
H -5.922 -0.198 2.516
H -5.553 -0.696 -2.438
```

Summary:
Expectation value of S² = 2.036
HOMO level (alpha / beta) = -0.4554 / -0.4564 hartree
LUMO energy (alpha / beta) = -5.6 / -5.8 eV
Net charge = +2
Multiplicity = 3

***

[5]
This record from the Open Molecules 2025 dataset describes a 8-piece molecular cluster, C4H23NO9 overall. The level of theory is ωB97M-V/def2-TZVPD.

Geometry as XYZ:
```
37
C4H23NO9, DFT ωB97M-V/def2-TZVPD
C 0.151 2.292 1.364
C 1.380 1.392 1.120
C 1.456 0.247 2.118
O 1.762 0.702 3.420
N 1.385 0.802 -0.234
C 2.376 1.085 -1.136
O 3.434 1.524 -0.730
H 0.459 3.325 1.544
H -0.325 2.001 2.301
H -0.450 2.306 0.455
H 2.228 2.037 1.284
H 0.535 -0.337 2.117
H 2.258 -0.428 1.809
H 0.965 0.855 3.937
H 0.529 0.268 -0.309
H 2.263 0.838 -2.190
O -1.322 -0.789 2.976
H -2.161 -1.266 3.064
H -0.793 -1.503 2.588
O 0.179 -2.457 0.717
H 0.933 -2.640 0.158
H -0.482 -3.146 0.646
O 1.206 -0.823 -3.321
H 1.497 -1.741 -3.230
H 1.987 -0.489 -3.786
O -3.448 0.177 -1.607
H -2.916 0.842 -1.169
H -3.650 0.365 -2.525
O -0.632 2.220 -2.149
H 0.141 1.875 -1.681
H -0.373 3.096 -2.447
O -1.806 -2.009 -2.181
H -1.567 -1.515 -2.968
H -2.576 -1.510 -1.864
O -3.501 -2.735 0.694
H -3.217 -2.046 0.095
H -2.755 -3.338 0.676
```

Summary:
SMILES string = C[C@@H](CO)NC=O.O.O.O.O.O.O.O
HOMO level = -0.3507 hartree
LUMO energy = 0.0 eV
Net charge = 0
Energy above the lowest of the compared OMol25 structures with the same formula, charge and spin = 3.161 eV
Multiplicity = 1

***

[6]
This record from the Open Molecules 2025 dataset describes C3H11N4S as an isolated structure. The level of theory is ωB97M-V/def2-TZVPD.

Geometry as XYZ:
```
19
C3H11N4S, DFT ωB97M-V/def2-TZVPD
C -0.446 -1.903 -0.258
C 2.179 2.229 2.042
C 0.767 -0.019 0.558
N -0.137 0.099 -1.523
N -1.812 0.735 -1.825
N -2.685 -0.115 -1.450
N 0.000 -0.560 -0.353
S 1.507 1.645 0.430
H -0.226 -2.243 0.794
H 0.063 -2.465 -1.064
H -1.624 -2.098 -0.480
H 3.077 1.895 2.502
H 1.393 1.876 2.693
H 2.130 3.344 1.815
H 1.011 -0.437 1.563
H 0.613 0.742 -1.632
H -1.868 1.597 -1.196
H -1.306 0.795 -2.768
H -2.979 -0.768 -2.159
```

Summary:
HOMO level (alpha / beta) = -0.4535 / -0.4534 hartree
LUMO energy (alpha / beta) = -4.3 / -4.3 eV
Net charge = +1
Energy above the lowest of the compared OMol25 structures with the same formula, charge and spin = 2.793 eV
Multiplicity = 1

***

[7]
This record from the Open Molecules 2025 dataset describes a 5-piece molecular cluster, C33H66B2N3O10 overall. The level of theory is ωB97M-V/def2-TZVPD.

Geometry as XYZ:
```
114
C33H66B2N3O10, DFT ωB97M-V/def2-TZVPD
C 0.371 -0.423 1.562
N -1.029 0.035 1.357
C -1.125 1.003 0.273
C -0.855 0.420 -1.082
C -1.488 -0.747 -1.586
C -2.587 -1.443 -0.801
C -3.858 -0.615 -0.665
C -4.185 -0.026 0.553
C -5.329 0.747 0.727
C -6.191 0.953 -0.340
C -5.897 0.339 -1.552
C -4.753 -0.445 -1.733
C -4.561 -1.076 -3.086
C -1.094 -1.223 -2.835
C -1.552 -2.482 -3.505
O -0.481 -3.411 -3.570
O -0.437 -4.188 -2.379
N -0.161 -0.556 -3.565
B 0.310 -1.046 -4.960
O -0.579 -0.863 -5.987
O 1.497 -1.639 -5.140
C 0.396 0.568 -3.123
N 1.295 1.183 -4.027
C 0.068 1.088 -1.879
B 0.809 2.447 -1.477
O 1.858 2.330 -0.613
O 0.459 3.634 -2.057
C -0.890 4.101 -1.785
H 0.375 -1.506 1.652
H 0.777 -0.046 2.496
H 1.007 -0.114 0.737
H -1.287 0.543 2.194
H -0.422 1.819 0.471
H -2.111 1.466 0.237
H -2.871 -2.367 -1.292
H -2.232 -1.731 0.178
H -3.546 -0.168 1.408
H -5.552 1.205 1.677
H -7.078 1.560 -0.262
H -6.580 0.483 -2.374
H -3.708 -0.676 -3.630
H -4.482 -2.156 -2.999
H -5.440 -0.894 -3.693
H -2.382 -2.958 -3.010
H -1.875 -2.324 -4.529
H -0.506 -3.563 -1.640
H -0.609 0.074 -6.220
H 1.730 -2.257 -4.436
H 0.950 2.087 -4.326
H 2.230 1.259 -3.650
H 1.788 2.950 0.122
H -1.536 3.796 -2.602
H -1.250 3.645 -0.867
H -0.887 5.172 -1.639
C 3.878 0.177 3.557
C 3.362 1.369 2.770
O 2.398 2.147 3.462
C 2.846 2.751 4.666
C 3.983 3.739 4.469
H 3.050 -0.412 3.954
H 4.492 -0.460 2.920
H 4.492 0.489 4.403
H 2.850 1.015 1.873
H 4.192 1.999 2.431
H 3.121 1.985 5.398
H 1.977 3.272 5.069
H 4.908 3.241 4.174
H 4.179 4.275 5.397
H 3.732 4.462 3.692
C -0.783 10.418 1.242
C -1.196 8.956 1.251
O -1.402 8.411 -0.042
C -0.271 8.401 -0.891
C 0.877 7.553 -0.369
H -1.471 11.004 0.630
H -0.788 10.816 2.256
H 0.221 10.556 0.838
H -2.152 8.853 1.763
H -0.471 8.354 1.811
H 0.067 9.421 -1.102
H -0.626 7.988 -1.837
H 1.338 7.989 0.518
H 1.652 7.454 -1.129
H 0.516 6.558 -0.097
C 1.104 -3.676 7.453
C 2.003 -3.524 6.237
O 2.874 -2.410 6.305
C 3.808 -2.423 7.371
C 4.781 -3.589 7.319
H 0.590 -2.737 7.666
H 0.360 -4.453 7.276
H 1.668 -3.955 8.343
H 1.389 -3.357 5.351
H 2.569 -4.445 6.059
H 3.291 -2.392 8.336
H 4.360 -1.487 7.281
H 4.285 -4.540 7.518
H 5.561 -3.460 8.070
H 5.246 -3.654 6.335
C -0.861 -5.946 -5.603
C -0.173 -6.818 -4.565
O -0.903 -7.981 -4.227
C -1.134 -8.895 -5.284
C 0.136 -9.475 -5.884
H -1.894 -5.743 -5.312
H -0.335 -4.999 -5.719
H -0.879 -6.435 -6.578
H -0.067 -6.266 -3.636
H 0.839 -7.079 -4.895
H -1.753 -8.434 -6.063
H -1.727 -9.698 -4.847
H 0.707 -8.723 -6.432
H -0.109 -10.276 -6.581
H 0.779 -9.875 -5.100
```

Summary:
HOMO level = -0.4064 hartree
LUMO energy = -3.6 eV
Net charge = +1
Multiplicity = 1

***

[8]
This record from the Open Molecules 2025 dataset describes a 11-piece molecular cluster, H23O11 overall. The level of theory is ωB97M-V/def2-TZVPD.

Geometry as XYZ:
```
34
H23O11, DFT ωB97M-V/def2-TZVPD
O 8.512 18.097 13.912
H 9.042 18.585 13.385
H 8.709 17.434 13.129
H 8.961 17.646 14.667
O 11.443 17.090 13.076
H 12.163 17.114 13.707
H 11.824 17.279 12.099
O 6.191 18.670 12.484
H 5.526 18.153 12.779
H 5.810 19.591 12.351
O 8.008 19.746 16.226
H 7.872 19.872 17.213
H 7.921 20.327 15.555
O 10.373 19.792 13.142
H 11.190 19.500 12.945
H 10.061 19.571 12.321
O 5.308 15.985 13.347
H 4.753 15.595 12.639
H 6.264 15.919 13.091
O 8.132 15.911 12.415
H 7.957 15.788 11.503
H 8.512 15.137 12.761
O 9.446 16.436 15.749
H 10.087 16.510 16.508
H 8.789 15.930 16.274
O 5.547 18.425 16.112
H 6.489 18.828 15.975
H 4.943 19.040 15.648
O 9.259 18.469 10.944
H 8.801 19.075 10.514
H 9.799 18.223 10.170
O 10.456 14.492 12.898
H 11.024 14.149 13.699
H 10.791 15.453 12.799
```

Summary:
HOMO level = -0.4753 hartree
LUMO energy = -3.3 eV
Net charge = +1
Energy above the lowest of the compared OMol25 structures with the same formula, charge and spin = 5.363 eV
Multiplicity = 1

***

[9]
This record from the Open Molecules 2025 dataset describes one molecule with the formula C2H4N2O2. The level of theory is ωB97M-V/def2-TZVPD.

Geometry as XYZ:
```
10
C2H4N2O2, DFT ωB97M-V/def2-TZVPD
C -0.313 -0.264 -0.849
N 1.009 -0.046 -0.294
O 1.417 -1.201 0.265
O 0.122 0.841 1.111
C -1.268 0.351 0.178
N -2.386 0.570 0.469
H 2.310 -1.019 0.599
H 0.012 1.788 1.307
H -0.381 0.303 -1.777
H -0.522 -1.322 -1.007
```

Summary:
HOMO level (alpha / beta) = -0.3221 / -0.3220 hartree
LUMO energy (alpha / beta) = -1.3 / -1.3 eV
Net charge = 0
Energy above the lowest of the compared OMol25 structures with the same formula, charge and spin = 7.417 eV
Multiplicity = 1

***

no.,E (eV)
1,-5750.329
2,-98345.305
3,-75226.134
4,-135570.364
5,-24438.188
6,-20072.278
7,-61584.524
8,-22887.091
9,-9207.805